[1]
127
Properties=species:S:1:pos:R:3:forces:R:3 method="wB97M-V/def2-TZVPD" total_energy_ha=-4231.351554 largest_force_ev_per_a=5.924 charge=-1 homo_ev=-4.50 e_above_lowest_kcal_mol=0.0
Cd 2.103 -0.658 1.376 1.590 0.377 0.556
C 5.423 -0.624 -1.275 -1.121 -1.691 2.851
C 4.371 -0.436 -0.396 -0.967 1.366 -2.849
C 3.529 0.877 -0.652 0.939 0.214 -1.665
O 2.572 1.013 0.165 -0.638 1.779 -0.461
C 3.781 1.750 -1.747 -1.714 -2.133 3.084
C 4.845 1.464 -2.595 1.314 2.680 -1.080
C 5.620 0.180 -2.385 2.740 0.636 -2.352
O 6.543 -0.076 -3.187 -1.172 0.162 0.567
O 5.289 2.356 -3.350 -0.314 -1.436 0.154
O 3.760 -1.269 0.355 2.349 -1.202 0.096
H 6.020 -1.526 -1.205 -0.009 -0.038 -0.083
H 3.105 2.585 -1.862 0.202 0.219 -0.198
C -0.806 1.964 0.962 1.041 -1.869 0.210
F -0.788 2.033 -0.348 -0.417 0.652 -0.453
F 0.362 2.354 1.438 0.537 0.442 0.202
F -1.742 2.701 1.518 -0.537 0.135 -0.250
S -1.030 0.154 1.441 -0.692 1.546 2.211
O -0.775 0.123 2.859 0.695 -0.095 -0.103
O -2.411 -0.056 1.074 1.077 -0.556 -0.431
N 0.255 -0.694 0.712 -5.590 1.932 -0.337
S -0.541 -1.471 -0.407 -0.985 -1.618 -3.152
O -1.226 -2.568 0.217 0.025 -0.425 -0.311
O -1.298 -0.659 -1.338 0.817 -0.482 0.749
C 0.826 -2.214 -1.466 0.233 0.499 1.011
F 1.519 -3.050 -0.671 -0.205 -0.233 -0.451
F 0.273 -2.854 -2.482 -0.015 -0.239 0.195
F 1.659 -1.299 -1.923 -0.149 0.091 -0.011
C 2.453 -2.300 -5.133 0.291 -1.561 0.384
C 3.582 -1.463 -5.673 -0.459 1.148 0.336
O 3.487 -0.187 -5.037 0.932 -0.050 -0.186
H 2.699 -2.799 -4.190 0.349 0.272 0.082
H 2.256 -3.148 -5.800 -0.535 0.261 -0.117
H 1.584 -1.699 -4.875 -0.211 -0.005 -0.615
H 3.535 -1.379 -6.765 -0.253 0.148 -0.051
H 4.576 -1.866 -5.478 -0.056 0.020 0.368
H 2.640 0.238 -5.244 0.011 -0.431 -0.087
C -1.656 -2.399 -5.558 0.388 0.409 0.248
C -2.328 -3.275 -6.603 -0.831 0.551 1.251
O -2.273 -4.652 -6.230 0.099 0.046 -0.873
H -2.351 -2.092 -4.773 -0.190 0.287 -0.269
H -1.226 -1.541 -6.077 -0.109 0.240 0.351
H -0.848 -2.855 -4.982 0.181 -0.412 -0.554
H -1.985 -3.025 -7.605 0.572 -0.951 -0.033
H -3.372 -2.937 -6.623 -0.148 -0.214 -0.111
H -2.863 -4.756 -5.479 0.017 0.000 0.017
C -4.669 -0.019 -1.875 -0.178 0.059 1.038
C -4.721 -1.519 -2.118 -0.493 0.173 -1.451
O -4.875 -1.746 -3.532 0.302 -0.531 -0.286
H -4.238 0.160 -0.886 -0.231 0.178 0.069
H -5.693 0.366 -1.918 -0.057 -0.018 0.298
H -4.129 0.631 -2.564 0.456 -0.716 -0.325
H -5.601 -1.973 -1.650 0.127 0.223 0.459
H -3.860 -2.119 -1.829 0.253 0.473 0.101
H -5.674 -1.310 -3.840 -0.034 0.070 0.115
C -1.020 0.870 7.470 0.934 -0.253 -0.293
C -1.725 1.310 6.190 0.722 0.572 0.453
O -2.985 1.893 6.473 -0.368 -0.235 -0.512
H -0.186 0.229 7.169 0.012 -0.094 0.179
H -1.594 0.344 8.231 -0.414 -0.121 -0.391
H -0.547 1.713 7.982 -0.159 0.177 -0.082
H -1.781 0.548 5.412 -0.749 -0.362 0.425
H -1.058 2.026 5.690 -0.060 0.299 0.153
H -2.885 2.502 7.208 0.122 0.023 -0.001
C 0.233 4.448 4.055 -0.859 -0.852 -0.201
C 1.434 4.065 4.874 1.061 0.492 -0.160
O 2.245 3.082 4.225 -0.219 -0.127 0.077
H 0.402 4.933 3.093 0.451 0.379 0.252
H -0.520 4.980 4.638 0.168 0.272 -0.041
H -0.241 3.511 3.759 -0.184 -0.131 0.111
H 1.148 3.708 5.864 -0.158 -0.498 -0.190
H 2.088 4.913 5.106 -0.124 0.261 -0.182
H 2.442 3.359 3.301 -0.117 0.141 0.214
C 3.987 5.302 2.405 -0.392 -0.349 -1.392
C 3.453 4.555 1.162 -0.231 0.625 0.828
O 2.966 3.288 1.605 -0.192 0.926 -0.371
H 4.581 6.121 1.998 0.612 -0.197 0.515
H 4.483 4.524 2.983 0.589 0.551 0.252
H 3.212 5.786 3.000 -0.256 -0.323 0.001
H 4.216 4.418 0.393 0.198 -0.086 0.189
H 2.670 5.177 0.712 -0.221 -0.265 -0.086
H 2.512 2.885 0.848 0.198 -0.790 0.127
C 2.382 -0.317 5.103 0.118 0.512 0.998
C 3.449 0.171 4.118 -1.483 -1.833 -0.211
O 2.787 0.603 2.903 1.468 1.166 2.326
H 1.445 0.241 5.075 0.295 0.524 -0.018
H 2.857 -0.193 6.081 -0.463 -0.159 0.249
H 2.036 -1.348 5.028 0.551 -0.173 -0.412
H 4.014 -0.735 3.896 0.411 0.355 -0.477
H 4.106 0.910 4.566 -0.187 0.372 -0.343
H 2.461 1.486 3.151 -0.305 -0.059 -0.395
C 0.475 -4.281 2.387 0.079 -0.729 0.748
C 1.130 -3.154 3.190 -0.285 -0.702 -1.459
O 2.188 -2.532 2.406 -0.181 -1.854 1.584
H 0.148 -4.026 1.385 -0.113 0.283 0.117
H -0.353 -4.675 2.984 -0.338 0.339 -0.188
H 1.105 -5.175 2.332 0.444 0.270 -0.186
H 1.546 -3.615 4.085 0.012 0.518 0.307
H 0.392 -2.377 3.373 0.179 0.109 0.330
H 2.806 -3.243 2.194 0.222 0.347 -0.349
C -0.354 0.929 -3.575 0.102 -1.651 -0.222
C -0.245 1.152 -5.063 0.204 2.315 -0.205
O 1.101 1.180 -5.558 0.140 -0.575 -0.127
H 0.038 -0.063 -3.343 0.301 0.125 -0.011
H -1.383 0.818 -3.233 -0.107 0.566 -0.119
H 0.210 1.644 -2.980 -0.120 0.169 -0.101
H -0.605 2.171 -5.260 -0.448 -0.081 -0.064
H -0.820 0.519 -5.731 0.091 -0.455 0.388
H 1.531 2.010 -5.326 -0.146 0.011 0.156
C -4.892 3.341 -0.397 0.537 -1.402 -0.082
C -5.609 3.452 0.938 1.435 0.375 0.258
O -6.845 4.131 0.876 0.000 -0.087 -0.037
H -3.946 2.812 -0.236 0.091 0.154 0.264
H -4.613 4.271 -0.888 -0.467 0.193 0.121
H -5.367 2.639 -1.088 -0.444 0.424 -0.164
H -4.897 3.990 1.573 -0.530 0.598 0.118
H -5.658 2.506 1.488 -0.438 -0.339 -0.543
H -7.303 3.764 0.113 -0.147 0.086 0.072
C -2.314 -5.460 -0.231 0.509 0.782 0.141
C -3.806 -5.673 -0.442 0.244 -0.592 1.514
O -4.192 -6.077 -1.724 -0.132 0.238 -0.568
H -1.900 -4.554 -0.677 -0.442 0.053 -0.312
H -1.639 -6.251 -0.561 -0.493 -0.422 0.009
H -2.129 -5.275 0.831 -0.083 -0.223 0.082
H -4.396 -4.841 -0.033 0.230 0.441 -0.548
H -4.124 -6.464 0.248 0.115 -0.322 -0.338
H -4.044 -5.335 -2.321 -0.015 -0.081 -0.027


[2]
9
Properties=species:S:1:pos:R:3:forces:R:3 method="wB97M-V/def2-TZVPD" total_energy_ha=-718.534136 largest_force_ev_per_a=4.321 homo_ev=-10.04 e_above_lowest_kcal_mol=23.2
C 1.274 -0.038 0.402 0.057 1.331 1.604
N 1.666 0.859 -0.393 -2.113 -3.454 -1.511
O 0.583 -1.094 -0.020 -0.463 -0.596 0.314
O -2.512 -0.050 1.044 -0.032 0.062 -0.271
O -1.819 -0.507 -1.293 -0.924 0.649 0.719
S -2.719 0.145 -0.357 0.807 -0.626 -0.562
H 1.306 -0.043 1.567 0.473 -0.045 -1.963
H 2.162 1.621 -0.138 1.724 2.647 1.763
H 0.059 -0.893 -0.812 0.472 0.032 -0.092


[3]
10
Properties=species:S:1:pos:R:3:forces:R:3 method="wB97M-V/def2-TZVPD" total_energy_ha=-661.447139 largest_force_ev_per_a=2.307 homo_ev=-8.94 e_above_lowest_kcal_mol=86.8
O -0.916 -0.070 -2.152 -1.818 -0.182 -1.409
N 0.388 -0.047 -1.879 1.409 0.340 1.101
C 0.588 0.009 -0.614 1.017 0.026 -0.475
C -0.483 -0.008 0.373 0.811 0.079 0.706
N -0.399 -0.044 1.645 -0.226 0.218 0.074
S 1.064 -0.033 2.480 0.451 -0.118 -0.870
H -0.951 -0.052 -3.118 -0.120 -0.067 0.212
H 1.645 0.105 -0.374 -0.250 -0.192 0.310
H -1.460 0.041 -0.032 -0.934 -0.106 -0.149
H 0.524 0.098 3.673 -0.342 0.003 0.502


[4]
16
Properties=species:S:1:pos:R:3:forces:R:3 method="wB97M-V/def2-TZVPD" total_energy_ha=-437.938066 largest_force_ev_per_a=5.646 homo_ev=-7.82 e_above_lowest_kcal_mol=81.4
C -0.514 2.833 -0.607 -1.317 -1.853 0.364
C 0.159 1.413 -0.691 1.505 0.058 0.751
C -0.099 0.313 0.038 -1.758 2.645 1.439
O -1.257 0.407 0.844 -0.645 -0.053 -0.212
C -1.600 -0.820 1.347 4.960 -1.250 -2.389
C -0.539 -1.646 1.037 1.218 -1.522 0.895
N 0.548 -0.906 0.375 -1.980 0.942 -2.174
C 1.373 -1.439 -0.697 0.073 4.549 1.333
O 1.946 -0.677 -1.467 -1.054 -2.348 0.974
H -0.468 3.374 -1.623 -0.183 -0.917 1.691
H -1.692 2.510 -0.312 3.269 1.775 -0.592
H 0.099 3.446 0.189 -1.698 -1.076 -1.405
H 1.190 1.302 -0.985 0.072 0.688 -0.925
H -2.571 -0.949 1.689 -1.237 -0.324 0.903
H -0.083 -2.677 1.284 -2.005 1.530 -0.069
H 1.495 -2.431 -0.450 0.780 -2.842 -0.583


[5]
23
Properties=species:S:1:pos:R:3:forces:R:3 method="wB97M-V/def2-TZVPD" smiles="CC=[S@](=O)(Cl)OPCP(C)#[PH2]" total_energy_ha=-2192.413140 largest_force_ev_per_a=2.253 homo_ev=-8.26 e_above_lowest_kcal_mol=17.7
C 2.958 1.335 1.233 0.191 -0.070 -0.211
C 1.837 0.766 2.046 -1.545 1.311 -0.237
S 0.336 1.309 1.553 0.506 -2.148 0.454
O 0.161 1.370 0.135 0.014 0.731 -0.139
Cl -0.633 3.034 2.267 0.094 0.169 0.123
O -0.729 0.338 2.231 0.220 0.952 0.511
P -1.367 -1.153 1.730 0.224 0.395 -0.818
C -1.888 -0.679 -0.004 0.441 -0.071 0.108
P -0.481 -0.814 -1.255 -0.286 -1.046 0.401
C -1.061 -2.402 -2.042 0.206 0.363 -0.007
P -1.305 0.544 -2.732 -0.693 -0.038 -0.352
H 3.806 0.658 1.307 0.106 -0.050 -0.046
H 2.643 1.378 0.196 0.200 0.022 -0.199
H 3.292 2.325 1.545 0.009 0.047 0.069
H 1.907 0.870 3.117 0.019 -0.415 0.432
H -0.114 -1.703 1.350 -0.059 -0.214 0.044
H -2.241 0.357 0.031 -0.001 -0.154 0.143
H -2.731 -1.300 -0.312 -0.004 -0.016 0.056
H -2.083 -2.327 -2.405 -0.149 -0.086 -0.055
H -0.987 -3.207 -1.313 0.010 -0.051 0.030
H -0.399 -2.633 -2.874 -0.001 -0.096 -0.054
H -0.661 1.642 -2.179 0.209 0.516 0.137
H -0.260 0.293 -3.624 0.289 -0.053 -0.388


[6]
13
Properties=species:S:1:pos:R:3:forces:R:3 method="wB97M-V/def2-TZVPD" smiles="C=C/C=N/O[SiH3]" total_energy_ha=-537.805032 largest_force_ev_per_a=5.119 homo_ev=-8.36 e_above_lowest_kcal_mol=120.6
C 3.347 0.062 0.114 0.112 -0.624 0.017
C 2.047 -0.237 0.406 2.410 1.287 -1.554
C 0.975 0.079 -0.524 -5.080 -0.254 0.582
N -0.246 0.117 0.031 0.348 -0.449 1.216
O -1.554 0.232 -0.558 0.184 -0.138 -0.603
Si -3.596 0.041 0.178 3.574 -0.738 -1.721
H 4.169 -0.355 0.763 -1.010 0.738 -0.614
H 3.723 0.626 -0.810 -0.970 -0.927 1.390
H 1.778 -0.756 1.288 -0.152 -0.350 0.809
H 1.162 0.034 -1.580 0.037 0.428 -0.598
H -4.311 -0.538 -1.102 0.916 0.308 1.492
H -3.997 1.410 0.329 -0.136 0.621 0.195
H -3.497 -0.716 1.464 -0.235 0.099 -0.611


no.,E_LUMO (eV)
1,1.9392
2,-1.5625
3,0.1020
4,0.7999
5,-0.2283
6,-0.2908